Entry from OMol25: a molecular structure, C25H29BrMnN4O2Se (the ωB97M-V functional and the def2-TZVPD basis).

Geometry as XYZ:
```
63
Properties=species:S:1:pos:R:3:forces:R:3:mulliken_spin:R:1
Mn 0.0791 -1.1689 -0.6326 -0.11 0.07 -0.06 1.07
O -4.3026 -1.5993 -0.9988 0.29 -0.05 -0.04 0.00
C -4.3890 -1.0739 -2.2470 0.07 0.22 -0.08 0.00
C -5.5644 -1.2380 -2.9663 0.03 0.02 0.00 0.00
C -5.6766 -0.6921 -4.2360 -0.04 -0.01 0.01 0.00
C -4.6210 0.0071 -4.7983 0.02 0.02 -0.05 0.00
C -3.4476 0.1754 -4.0742 0.04 -0.05 0.01 0.00
C -3.3177 -0.3454 -2.7963 -0.15 -0.16 0.18 0.00
C -2.1155 -0.1372 -1.9013 0.06 -0.15 -0.02 -0.01
O -1.6751 -1.3269 -1.3293 -0.12 0.09 0.00 0.02
N -0.9918 0.4590 -2.6547 -0.02 0.02 -0.03 0.01
N 0.1828 0.2792 -2.0020 -0.01 -0.08 0.01 -0.04
C 1.2214 0.9790 -2.2590 -0.03 0.03 0.00 -0.04
C 2.4885 0.6352 -1.6307 0.03 0.01 -0.02 0.01
Br 2.6062 -1.2074 -1.0942 0.01 0.05 0.06 0.01
C 3.5333 1.4349 -1.4356 0.01 -0.06 0.03 -0.02
C 3.4978 2.8898 -1.6625 0.01 0.04 -0.03 0.00
C 4.5799 3.5243 -2.2733 -0.01 -0.01 0.01 0.00
C 4.5586 4.8913 -2.4938 0.00 0.00 0.00 0.00
C 3.4636 5.6446 -2.0904 0.00 0.00 0.00 0.00
C 2.3958 5.0263 -1.4566 0.01 0.00 0.00 0.00
C 2.4113 3.6565 -1.2397 -0.01 -0.02 0.01 0.00
H -3.3366 -1.6598 -0.8075 -0.19 -0.05 0.04 0.00
H -6.3749 -1.7970 -2.5175 0.01 0.00 0.00 0.00
H -6.5963 -0.8217 -4.7927 0.01 -0.01 0.00 0.00
H -4.7061 0.4164 -5.7963 0.00 0.01 0.01 0.00
H -2.6167 0.7064 -4.5230 -0.03 0.00 -0.01 0.00
H -2.4023 0.5575 -1.0921 0.04 0.03 0.00 0.00
H -1.1439 1.4097 -2.9720 0.02 0.04 0.01 0.00
H 1.2031 1.8088 -2.9606 -0.01 0.01 0.00 0.00
H 4.4621 1.0087 -1.0742 -0.01 0.00 0.01 0.00
H 5.4363 2.9375 -2.5839 0.00 0.00 0.00 0.00
H 5.3991 5.3715 -2.9778 0.00 0.00 0.00 0.00
H 3.4502 6.7138 -2.2574 0.00 0.00 0.00 0.00
H 1.5526 5.6129 -1.1155 0.00 0.00 0.00 0.00
H 1.5978 3.1789 -0.7052 0.01 -0.01 0.00 0.00
N 0.9299 -3.4189 1.1929 -0.01 -0.01 0.01 0.00
N -0.2281 -2.8358 0.5662 0.05 -0.01 -0.05 -0.01
H 0.6248 -4.0700 1.9117 0.00 -0.02 -0.01 0.00
H 1.3817 -2.6596 1.6948 0.02 0.03 -0.01 0.00
H -0.9340 -2.6019 1.2610 -0.07 0.05 0.00 0.00
H -0.6279 -3.5377 -0.0499 -0.02 -0.02 0.00 0.00
C 0.6823 -3.1140 5.9810 0.00 0.00 0.00 0.00
C 0.5225 -2.1849 4.8072 0.01 -0.02 0.00 0.00
C -0.7293 -1.9045 4.2729 -0.02 0.02 0.02 0.00
C -0.8955 -1.0376 3.1966 0.07 0.00 -0.05 -0.01
C -2.2872 -0.7466 2.6974 0.03 0.03 0.03 0.01
C 0.2376 -0.4504 2.6014 -0.04 -0.01 0.06 0.03
Se 0.0082 0.6382 1.0293 0.11 -0.03 0.01 -0.01
C 1.5095 -0.7065 3.1423 -0.06 0.00 -0.04 0.01
C 2.7756 -0.0955 2.5951 0.01 0.00 0.04 -0.01
C 1.6232 -1.5668 4.2333 0.01 -0.01 0.00 0.00
H -0.2796 -3.5144 6.2998 0.00 0.00 0.00 0.00
H 1.1290 -2.5974 6.8324 0.00 0.00 0.00 0.00
H 1.3334 -3.9554 5.7356 0.00 0.00 0.00 0.00
H -1.6088 -2.3581 4.7197 0.01 0.00 -0.01 0.00
H -3.0295 -1.2951 3.2775 0.01 -0.01 -0.01 0.00
H -2.4081 -0.9868 1.6388 0.00 -0.03 -0.03 0.00
H -2.5013 0.3205 2.7700 -0.01 0.01 0.01 0.00
H 2.5833 0.4760 1.6917 0.00 0.03 -0.01 0.00
H 3.5154 -0.8673 2.3687 -0.01 -0.01 0.02 0.00
H 3.2198 0.5707 3.3383 0.00 0.01 -0.02 0.00
H 2.6116 -1.7574 4.6425 0.00 0.00 0.00 0.00
```
Forces are in eV/Å.

Output
* spin multiplicity: 2
* Kohn-Sham gap (alpha / beta): 6.9998 / 7.0095 eV
* <S²>: 1.215
* E_HOMO (alpha / beta): -7.3034 / -7.2753 eV
* total charge: 0
* LUMO level (alpha / beta): -0.304 / -0.266 eV

---

Entry from OMol25: 2 unconnected molecules or ions with the total composition C2H3BrClNO2 (the ωB97M-V functional and the def2-TZVPD basis).

Geometry as XYZ:
```
10
Properties=species:S:1:pos:R:3:forces:R:3:lowdin_charge:R:1
C -0.0164 -1.5321 -0.9546 0.00 2.87 0.25 0.26
C 0.2713 1.0579 0.1450 1.33 -1.62 -2.93 -1.11
N -0.4536 0.6832 1.2780 0.58 1.20 1.25 -0.54
O -1.6424 0.5068 1.1539 -0.63 -0.37 0.48 0.03
O 0.2244 0.6812 2.3097 -1.14 -0.72 0.03 -0.02
Cl -0.4809 1.8499 -1.1831 -0.25 -0.10 0.56 0.64
Br 2.0853 1.5309 0.3661 -0.40 -0.17 -0.05 0.75
H -0.7568 -2.1309 -0.5802 -1.84 -1.09 1.11 0.01
H 0.9545 -1.7510 -0.7762 2.88 -0.84 0.62 -0.01
H -0.1853 -0.8958 -1.7585 -0.53 0.83 -1.32 -0.02
```
Forces are in eV/Å.

Output
* ΔE to the lowest compared entry with this formula, charge and spin: 462.85 kJ/mol
* Kohn-Sham gap (alpha / beta): 6.0675 / 6.0698 eV
* E_HOMO (alpha / beta): -8.6784 / -8.6781 eV
* total charge: 0
* LUMO level (alpha / beta): -2.611 / -2.608 eV

---

> What is the formula in the second record?

C2H3BrClNO2

---

> What is the total charge in the second record?

0